Below is a molecular structure, C18H33ClGdN3O2 in a non-equilibrium geometry, with properties calculated with ωB97M-V with the def2-TZVPD basis set.

E_tot	-61112.1590	eV
frontier orbital gap (alpha / beta)	9.49 / 5.39	eV
F_max	2.649	eV Å⁻¹
HOMO energy (alpha / beta)	-15.67 / -15.63	eV
energy relative to the best compared isomer or geometry (same formula, charge and spin)	0.0	kcal per mole

```
! wB97M-V def2-TZVPD RIJCOSX def2/J DEFGRID3
* xyz 2 8
Gd 0.38 -0.32 -0.33
Cl 3.82 -2.16 -3.31
O 1.05 -0.80 -2.61
O 2.46 0.46 -1.27
N -0.74 -2.09 1.39
N 1.86 -0.51 1.76
N 1.84 -2.72 -0.15
C -1.29 1.81 0.85
C 1.04 -0.95 2.90
C -2.31 0.84 0.78
C -0.54 2.54 -2.74
C -0.52 2.21 -0.28
C 2.94 -2.69 0.87
C -0.98 1.78 -1.52
C -1.95 0.78 -1.64
C -3.53 -0.90 -0.62
C -2.25 0.37 -3.11
C -1.14 2.57 2.13
C 0.08 -2.14 2.65
C -3.18 0.56 2.01
C 0.66 3.17 -0.18
C 2.18 -0.26 -2.30
C 3.36 -0.41 -3.19
C 3.12 -1.29 1.45
C -2.60 0.27 -0.50
H 2.26 -2.61 -1.10
H 2.97 -0.10 -4.16
H 0.35 4.23 0.02
H 1.32 2.93 0.70
H -0.81 -3.03 0.96
H 2.67 -3.35 1.71
H -1.42 2.66 -3.41
H -2.07 2.62 2.65
H -3.68 -0.40 2.00
H 0.55 -3.14 2.70
H -1.73 -1.79 1.52
H 1.62 -1.27 3.77
H 3.92 -3.04 0.49
H -0.96 3.58 1.77
H -2.73 1.13 -3.72
H -1.39 0.03 -3.70
H -3.79 -1.34 0.37
H -2.53 0.50 2.85
H 4.22 0.11 -2.87
H 2.17 0.43 1.97
H -0.30 2.23 2.77
H 0.44 -0.06 3.24
H -0.17 3.56 -2.44
H -3.06 -1.73 -1.14
H -3.03 -0.45 -3.09
H -0.54 -2.20 3.58
H -3.90 1.37 2.20
H 0.21 2.00 -3.34
H 3.77 -1.37 2.35
H 3.67 -0.64 0.68
H -4.42 -0.56 -1.22
H 1.34 3.16 -1.04
H 1.29 -3.60 -0.11
*
```

---

Below is a molecular structure, C3H6BrClIN in a non-equilibrium geometry, with properties calculated with ωB97M-V with the def2-TZVPD basis set.

E_tot	-95361.3570	eV
frontier orbital gap	4.96	eV
F_max	4.470	eV Å⁻¹
HOMO energy	-7.22	eV
energy relative to the best compared isomer or geometry (same formula, charge and spin)	34.0	kcal per mole

```
! wB97M-V def2-TZVPD RIJCOSX def2/J DEFGRID3
* xyz 0 1
I 2.52 1.78 1.07
Br 0.07 -2.75 1.36
Cl 2.26 0.40 -1.71
N 0.18 0.14 -0.16
C -0.62 -0.39 -1.19
C 1.50 0.42 -0.14
C -0.71 0.39 1.01
H -0.10 -0.88 -2.02
H -1.19 0.48 -1.55
H -0.23 1.30 1.54
H -0.59 -0.31 1.79
H -1.77 0.46 0.72
H -1.33 -1.06 -0.73
*
```

---

Below is a molecular structure, C35H48InN5SSbSi3 in a non-equilibrium geometry, with properties calculated with ωB97M-V with the def2-TZVPD basis set.

E_tot	-90700.8888	eV
frontier orbital gap	6.32	eV
F_max	3.180	eV Å⁻¹
HOMO energy	-9.89	eV

```
! wB97M-V def2-TZVPD RIJCOSX def2/J DEFGRID3
* xyz 1 1
Sb 10.07 15.76 12.47
In 11.04 15.87 9.65
S 13.37 16.86 9.84
Si 12.02 16.25 14.16
Si 8.86 13.63 13.44
Si 8.13 17.55 12.56
N 8.96 15.94 8.46
N 10.65 17.89 8.85
N 11.58 18.92 9.18
N 13.58 19.48 10.13
N 11.30 14.05 8.76
C 13.57 13.17 10.63
C 10.86 12.01 5.04
C 7.73 14.02 14.93
C 11.83 10.15 6.29
C 6.91 15.03 7.68
C 12.20 13.24 8.47
C 7.75 13.06 12.04
C 11.18 12.87 6.08
C 13.35 14.98 13.79
C 15.96 12.57 10.56
C 12.73 18.52 9.65
C 8.91 19.61 6.11
C 9.44 19.56 7.42
C 15.89 12.43 9.22
C 8.81 19.16 11.83
C 7.69 17.77 14.35
C 9.60 18.24 8.10
C 8.61 17.20 7.98
C 10.18 12.27 13.80
C 6.53 16.29 7.16
C 12.23 11.05 7.30
C 9.22 21.99 6.07
C 13.46 12.95 9.23
C 8.11 14.91 8.28
C 8.79 20.83 5.47
C 9.77 20.76 8.05
C 14.80 12.95 11.25
C 12.79 17.99 14.12
C 11.28 16.06 15.87
C 7.36 17.40 7.43
C 9.64 21.96 7.39
C 14.65 12.59 8.57
C 6.77 16.79 11.42
C 11.06 10.63 5.26
C 11.87 12.38 7.24
H 11.06 14.99 16.06
H 14.87 12.92 12.34
H 6.86 13.65 11.86
H 14.36 19.11 10.63
H 10.38 16.72 15.99
H 13.79 15.07 12.78
H 7.39 12.05 12.27
H 8.60 18.71 5.53
H 14.23 15.15 14.47
H 9.81 11.46 14.49
H 10.36 11.79 12.86
H 12.77 13.57 11.25
H 9.04 19.10 10.75
H 6.55 17.45 10.63
H 13.21 18.21 13.12
H 9.11 22.93 5.56
H 14.64 12.54 7.49
H 8.36 13.07 11.11
H 11.19 12.62 14.20
H 7.41 16.81 14.76
H 12.08 9.07 6.27
H 9.87 22.86 7.93
H 13.37 20.47 10.19
H 7.97 19.87 11.97
H 8.35 20.73 4.45
H 8.55 18.13 14.90
H 5.93 16.66 12.14
H 8.08 14.77 15.67
H 6.84 18.40 14.47
H 10.32 20.65 8.97
H 7.07 18.42 7.19
H 12.75 10.66 8.19
H 6.81 14.42 14.47
H 12.06 18.71 14.38
H 13.02 13.91 13.95
H 12.01 16.37 16.61
H 10.62 9.90 4.61
H 7.57 13.10 15.40
H 11.00 13.98 6.08
H 13.54 18.02 14.91
H 16.85 12.34 11.08
H 9.70 19.54 12.32
H 8.57 14.00 8.68
H 10.39 12.29 4.09
H 5.59 16.37 6.64
H 6.26 14.16 7.62
H 16.79 12.12 8.63
H 6.97 15.79 11.13
*
```

---

Below is a gas-phase ion, C5H11N2 (charge +1) in a non-equilibrium geometry, with properties calculated with ωB97M-V with the def2-TZVPD basis set.

E_tot	-8329.2683	eV
frontier orbital gap (alpha / beta)	8.50 / 6.30	eV
F_max	5.501	eV Å⁻¹
HOMO energy (alpha / beta)	-13.16 / -15.14	eV
energy relative to the best compared isomer or geometry (same formula, charge and spin)	90.1	kcal per mole

```
! wB97M-V def2-TZVPD RIJCOSX def2/J DEFGRID3
* xyz 1 3
N 1.42 -1.63 -0.79
N 1.23 -1.04 0.31
C 1.52 -2.07 -1.93
C -1.23 0.11 1.69
C -0.26 0.71 0.57
C -0.74 0.63 -0.85
C 1.32 0.34 0.52
H 1.77 0.95 -0.30
H -2.20 0.13 1.27
H 1.85 0.46 1.57
H -0.82 0.63 2.57
H -0.15 1.34 -1.48
H 0.97 -1.91 -2.81
H -0.80 -0.35 -1.32
H 2.53 -2.44 -2.11
H -1.84 0.82 -0.64
H -0.28 1.74 0.93
H -1.12 -0.98 1.84
*
```